Formula: C10H30BrCoN6O4
Source: the Open Molecules 2025 dataset
Level of theory: ωB97M-V with the def2-TZVPD basis set

Last column: Mulliken charge in e.
Atoms and positions in Å:
1 Br 1.63263 -0.22714 -0.00398  -0.183
2 Co 3.56758 1.16091 -0.68464  0.864
3 O 4.89652 0.18878 0.53469  -0.688
4 O -3.21526 -0.39643 -3.21340  -0.295
5 O -0.57529 3.99092 1.90195  -0.336
6 O -0.30692 -3.81751 1.51281  -0.582
7 N 0.45561 2.95339 -0.51822  -0.505
8 N 0.42821 -4.52457 3.54499  -0.422
9 N 6.93443 -0.84619 0.66150  -0.380
10 N -1.23982 -2.75947 -1.24870  -0.632
11 N 1.63840 -2.97068 2.36504  -0.289
12 N 5.00312 -2.07668 0.56525  -0.276
13 C 0.53117 -3.77768 2.39160  0.522
14 C -1.78623 3.07542 -1.48112  -1.177
15 C -2.01222 -1.01420 -2.79959  -0.462
16 C -0.93629 3.75160 3.22644  -0.767
17 C -3.01733 0.44528 -4.32248  -0.620
18 C -1.43207 3.39825 0.93748  -0.646
19 C 5.59397 -0.85458 0.62592  0.816
20 C -0.83975 3.64800 -0.45538  0.324
21 C -3.05609 -1.16286 -0.49602  -0.997
22 C -2.37509 -1.94842 -1.64288  0.397
23 H 2.12245 -2.71664 3.20375  0.190
24 H 5.60844 -2.87444 0.62384  0.189
25 H -1.32844 -0.20946 -2.50167  0.241
26 H -0.44521 -2.18636 -0.95697  0.130
27 H -1.59318 -1.69119 -3.55234  0.386
28 H -2.45468 -0.28806 -0.21929  -0.039
29 H -0.58712 2.79631 3.63621  0.287
30 H 7.41509 -1.70082 0.88484  0.206
31 H -2.77759 3.52508 -1.49325  0.467
32 H 0.88134 3.18114 0.38383  0.414
33 H -1.36854 -3.29758 -0.39960  0.327
34 H -1.80315 1.98729 -1.42654  -0.093
35 H -2.71319 1.44135 -3.98730  0.123
36 H 7.44890 -0.00857 0.87910  0.268
37 H -3.10413 -1.72742 0.43614  0.423
38 H -3.09427 -2.65299 -2.06613  0.179
39 H -0.37636 -5.12749 3.53443  0.251
40 H -2.01095 3.81069 3.42799  0.314
41 H -3.95815 0.64853 -4.84331  0.285
42 H -2.43533 3.82258 1.07249  0.451
43 H 0.37540 1.94237 -0.45313  0.100
44 H -4.03007 -0.82918 -0.84563  0.353
45 H 1.73556 -2.32354 1.59256  0.063
46 H 1.12450 -4.47998 4.25634  0.160
47 H -0.49539 4.50565 3.88123  0.266
48 H -2.37179 0.04596 -5.10718  0.315
49 H -1.52872 2.32368 1.14557  0.260
50 H -0.73873 4.72305 -0.59905  0.277
51 H -1.38910 3.28926 -2.48019  0.396
52 H 4.00311 -2.16536 0.57198  0.147

Forces on atoms 1 to 3 (eV/Å):
Br 1.26 0.91 -0.70
Co -1.01 -1.92 1.67
O -0.15 1.45 -0.63

Results
2S+1	4
HOMO-LUMO gap (alpha / beta)	4.71 / 4.29	eV
expectation value of S²	3.76
energy above the lowest of the compared OMol25 structures with the same formula, charge and spin	119.4	kcal/mol
E_tot	-4985.0546	hartree
M	437.2	g mol⁻¹
net charge	+1

***

Formula: C5H8N
Source: the Open Molecules 2025 dataset
Level of theory: ωB97M-V with the def2-TZVPD basis set

Last column: Mulliken charge in e.
Atoms and positions in Å:
1 N -1.91836 0.61385 -0.28843  0.053
2 C 1.65638 0.46087 -0.36809  -1.338
3 C 0.36712 0.31628 0.42237  0.599
4 C -0.43848 -1.07561 0.27185  -0.750
5 C -1.68396 -0.71529 -0.21384  -0.088
6 C -0.71990 1.24125 0.00894  -0.582
7 H 0.43820 0.33849 1.62651  0.330
8 H -0.55066 -1.64086 1.22604  0.363
9 H -2.46867 -1.41421 -0.56794  0.420
10 H 2.06302 1.35749 -0.09055  0.407
11 H -0.61854 2.29835 -0.16237  0.447
12 H 2.47751 -0.35295 -0.26577  0.336
13 H 1.41631 0.53502 -1.40978  0.413
14 H -0.01996 -1.96268 -0.18893  0.390

Forces on atoms 1 to 3 (eV/Å):
N 5.29 -2.79 1.69
C 0.14 -2.44 -0.10
C -1.01 -3.12 3.02

Results
2S+1	3
HOMO-LUMO gap (alpha / beta)	8.25 / 7.24	eV
expectation value of S²	2.01
energy above the lowest of the compared OMol25 structures with the same formula, charge and spin	55.2	kcal/mol
E_tot	-249.6081	hartree
M	82.1	g mol⁻¹
net charge	+1